ORCA calculation (wB97M-V/def2-TZVPD) on a structure of composition C13H29N3O2P2Yb at a distorted geometry.

Last column: Löwdin spin population.
Atoms and positions in Å:
Yb  0.05417  0.52492  0.02018  1.044
P  -2.78226  0.86214  -1.28705  0.009
P  2.19907  2.53397  0.50654  0.001
N  -0.40747  -1.28587  -1.29860  0.161
N  2.09742  -0.38657  -0.61353  0.003
H  0.63127  -3.01283  -2.12546  0.000
H  2.66990  -2.42884  -0.47764  0.000
H  0.48662  -2.95606  -0.32674  0.007
C  0.63775  -2.33883  -1.23878  0.016
H  2.52991  -1.82837  -2.14997  0.001
C  2.07138  -1.76769  -1.13735  0.003
H  -1.24423  -2.00468  -3.12298  0.013
H  4.19635  -0.41738  -0.70344  0.000
C  -1.25425  -1.17477  -2.33827  0.289
C  3.30043  0.17248  -0.46341  0.000
H  -3.25880  -1.49193  -1.28456  0.007
C  -2.74648  -0.79743  -1.97551  0.036
H  -3.27927  -0.84468  -2.92057  0.001
H  2.45668  3.56184  -0.46071  0.000
H  2.94312  3.14986  1.55708  0.000
H  -3.76599  1.66677  -1.86792  0.004
H  -2.80368  0.81716  0.12148  0.001
O  -1.30694  1.53380  -1.65326  0.020
C  -0.77907  1.19205  -2.99941  0.241
C  -1.61933  1.95555  -4.05189  0.018
C  0.67443  1.63556  -3.03310  0.026
H  -0.89217  -0.15606  -2.99814  0.067
H  -2.66191  1.68791  -4.01959  0.001
H  -1.49713  3.03932  -3.86950  0.008
H  -1.22630  1.73069  -5.10493  0.000
H  1.29975  1.05860  -2.32432  0.003
H  1.12020  1.45208  -4.01563  0.000
H  0.76051  2.72729  -2.81481  0.011
C  3.52820  1.48471  -0.01646  0.003
H  4.56611  1.79756  0.01352  0.000
C  -0.35252  -1.06553  5.47419  0.000
N  -0.55621  -1.23860  4.04038  0.000
C  -0.82899  -2.58002  3.52378  0.000
C  -0.44757  -0.24175  3.13503  0.000
C  -0.14341  1.16775  3.58566  0.001
O  -0.56801  -0.52332  1.93398  0.003
H  -0.58272  -2.01945  5.94221  0.000
H  -1.01895  -0.28774  5.88124  0.000
H  0.69070  -0.78846  5.70773  0.000
H  -1.75404  -2.56781  2.92158  0.000
H  0.01402  -2.91737  2.89107  0.000
H  -0.93591  -3.22155  4.39453  0.000
H  0.89189  1.44741  3.30994  0.000
H  -0.83413  1.85575  3.06689  0.000
H  -0.27215  1.28844  4.66650  0.000

Atomic forces in eV per Å
Yb 2.6 -2.2 -0.4
P 1.5 -0.4 -1.9
P 1.7 0.5 -0.7
N 0.9 0.7 1.9
N -2.1 -0.3 0.5
H -0.4 0.4 0.6
H -0.3 0.2 -0.4
H -0.3 0.3 -0.6
C 0.2 -0.1 0.2
H -0.1 0.3 0.5
C 0.4 0.1 -0.3
H -0.1 0.9 1.0
H -0.3 0.1 -0.1
C -1.3 -3.1 -0.4
C 1.0 2.3 0.8
H 0.5 0.2 -0.1
C 0.4 -0.4 -0.3
H -0.4 0.4 -0.1
H -0.8 0.0 0.5
H -0.9 0.1 0.1
H -0.2 0.2 0.5
H -0.2 0.4 -0.2
O -1.8 -0.7 2.1
C 0.5 1.3 -2.8
C 1.6 -0.3 -0.4
C -0.1 0.2 0.7
H -0.1 1.7 -0.5
H -0.6 -0.1 -0.1
H -0.2 -0.4 -0.2
H -0.6 0.2 1.6
H -0.1 0.2 -0.2
H -0.3 0.0 0.1
H 0.0 -0.6 -0.1
C 0.0 -2.9 -0.8
H -0.2 0.2 0.2
C 0.2 0.5 0.4
N 0.1 1.5 -1.5
C 0.1 -0.1 -0.3
C 0.4 -0.8 3.4
C -0.1 0.0 0.0
O -0.1 0.6 -2.8
H 0.0 0.2 0.2
H 0.2 -0.4 -0.1
H -0.4 -0.2 -0.1
H 0.4 -0.1 0.3
H -0.5 0.1 0.3
H -0.1 -0.2 -0.3
H -0.4 -0.2 0.2
H 0.2 -0.2 0.2
H 0.1 0.1 -0.4

## Properties
* F_max: 3.56 eV/A
* highest occupied orbital energy (spin up / spin down): -12.39 / -12.60 eV
* E_tot: -2668.22115 hartree
* orbital gap (spin up / spin down): 5.25 / 5.45 eV
* total charge: +2
* 2S+1: 3

---

ORCA calculation (wB97M-V/def2-TZVPD) on a structure of composition C13H29N6O2SSn.

Last column: Mulliken charge in e.
Atoms and positions in Å:
Sn  0.46082  0.58319  -0.13127  1.102
N  2.56213  -0.28304  -0.35550  -0.403
C  2.83996  -0.75779  -1.72893  -0.691
C  1.56630  -1.40489  -2.24201  -0.552
N  0.40453  -0.45960  -2.13216  -0.254
C  0.33722  0.55542  -3.24152  -0.471
C  1.16726  1.79855  -2.95200  -0.710
N  0.83421  2.29377  -1.60249  -0.295
H  3.30787  0.30944  0.02266  0.354
H  2.53198  -1.11993  0.22675  0.287
H  3.64792  -1.48977  -1.73796  0.495
H  3.16948  0.07831  -2.33029  0.190
H  1.32444  -2.28359  -1.64037  0.342
H  1.67911  -1.73634  -3.27436  0.525
H  -0.44975  -1.00974  -2.17379  0.300
H  -0.70670  0.82473  -3.36609  0.254
H  0.67186  0.09182  -4.16992  0.532
H  0.99379  2.54727  -3.72475  0.516
H  2.22827  1.58590  -2.96127  0.252
H  -0.07720  2.74960  -1.61608  0.244
H  1.50937  2.98225  -1.26951  0.387
C  -2.72637  0.61229  -1.82951  -1.052
O  -1.72741  1.26611  -0.99623  -0.273
C  -2.39278  2.18125  -0.06589  -0.753
C  -2.82683  1.40267  1.14424  -0.610
O  -1.62816  0.83520  1.66590  0.354
C  -1.66958  0.63777  3.09385  -1.062
H  -3.16740  1.35545  -2.49243  0.250
H  -3.49945  0.15817  -1.21311  0.324
H  -2.25255  -0.16641  -2.41899  0.478
H  -3.22556  2.67878  -0.56322  0.535
H  -1.64848  2.93386  0.20010  0.276
H  -3.50945  0.59297  0.87073  0.314
H  -3.33796  2.04281  1.86535  0.477
H  -1.96313  1.56329  3.58941  0.434
H  -0.66886  0.36836  3.42160  0.308
H  -2.37509  -0.15578  3.34327  0.305
S  0.87603  2.21399  1.63069  -0.069
C  2.47364  2.39151  1.07926  0.409
N  3.52617  2.38836  0.60702  -0.451
C  0.73700  -3.26774  3.89290  -0.777
N  0.27512  -2.60419  2.65682  0.068
C  -0.73719  -3.04639  1.84067  -0.564
C  -0.81176  -2.17828  0.80160  -0.696
N  0.16642  -1.21233  0.97551  0.399
C  0.79261  -1.50380  2.12554  -0.734
H  -0.06879  -3.89459  4.26228  0.327
H  0.97829  -2.51137  4.63458  0.374
H  1.60875  -3.87884  3.67295  0.341
H  -1.30903  -3.93089  2.06764  0.502
H  -1.49130  -2.18480  -0.03374  0.518
H  1.60024  -0.94301  2.57203  0.644

Atomic forces in eV per Å
Sn 0.1 0.3 -0.2
N -0.1 -0.1 0.4
C 0.0 -0.1 -0.1
C -0.1 0.0 0.0
N 0.1 0.2 0.0
C 0.1 -0.1 0.0
C 0.1 -0.1 0.0
N -0.3 -0.1 0.1
H 0.0 0.1 -0.2
H 0.1 0.1 0.1
H 0.0 0.0 0.1
H 0.1 0.0 -0.1
H 0.0 0.0 0.0
H 0.0 0.1 0.0
H 0.1 -0.1 -0.1
H 0.0 0.1 -0.1
H 0.0 0.0 0.0
H -0.1 0.0 0.1
H 0.1 0.0 -0.1
H 0.1 0.1 -0.1
H 0.1 -0.1 0.0
C 0.0 -0.1 0.1
O 0.1 -0.1 0.2
C 0.0 0.1 0.1
C 0.1 -0.2 -0.2
O 0.0 0.2 0.3
C -0.1 -0.1 -0.1
H 0.0 0.0 0.0
H 0.0 0.0 0.0
H 0.0 0.0 0.0
H 0.0 -0.1 -0.1
H -0.1 0.0 0.1
H -0.1 0.1 0.1
H 0.1 0.1 0.0
H 0.0 0.0 0.0
H 0.0 0.0 0.0
H 0.0 0.0 0.0
S 0.1 -0.2 0.0
C 0.0 0.1 0.1
N 0.0 0.0 -0.1
C 0.0 0.0 0.0
N 0.0 0.0 0.0
C 0.0 0.0 0.0
C 0.0 0.0 0.0
N -0.3 -0.2 -0.1
C 0.0 0.0 -0.1
H 0.0 0.0 0.0
H 0.0 0.0 0.0
H 0.0 0.0 0.0
H 0.0 0.0 0.0
H 0.0 0.0 0.0
H 0.0 0.0 0.0

## Properties
* F_max: 0.42 eV/A
* highest occupied orbital energy: -19.31 eV
* E_tot: -1603.27221 hartree
* orbital gap: 8.57 eV
* total charge: +3

---

ORCA calculation (wB97M-V/def2-TZVPD) on a structure of composition C13H30AlN4O3 at a distorted geometry.

Last column: Mulliken charge in e.
Atoms and positions in Å:
C  -7.12631  2.03784  4.73318  -0.628
C  -6.85198  1.44181  3.51093  -0.263
Al  -4.93209  0.83468  3.18696  0.120
C  -4.03046  1.78488  1.61777  -0.684
C  -2.53575  1.34554  1.64130  0.126
N  -1.56491  2.16042  1.42381  -0.815
O  -4.95441  -1.04339  3.01659  -0.431
C  -4.56879  -1.34670  1.79704  0.509
N  -3.90182  -1.72915  0.93647  -0.533
H  -7.54898  3.06850  4.78800  0.220
H  -6.84398  1.44463  5.63271  0.205
H  -7.64966  1.29249  2.72930  0.291
H  -4.08801  1.16668  4.51287  -0.292
H  -4.01465  2.89554  1.74414  0.361
H  -4.53431  1.50247  0.65163  0.277
H  -2.34731  0.25458  1.83970  0.214
H  -0.72618  1.56982  1.51796  0.321
C  -1.01461  0.13291  -3.56724  -1.506
C  0.02862  0.45294  -2.50067  0.318
C  0.40190  -0.76011  -1.62667  -0.312
O  -0.55801  -1.08537  -0.63788  -0.370
C  -1.64143  -1.88021  -1.10240  -0.697
N  -0.44955  1.58164  -1.69577  -0.713
H  -2.01786  0.03225  -3.15276  0.294
H  -1.05455  0.93406  -4.30885  0.371
H  -0.76573  -0.79319  -4.09400  0.338
H  0.93879  0.76858  -3.02318  0.412
H  1.31468  -0.50641  -1.07546  0.011
H  0.64349  -1.64035  -2.23917  0.429
H  -1.32683  -2.59186  -1.87423  0.349
H  -2.44401  -1.24357  -1.47652  0.229
H  -2.03664  -2.43836  -0.25836  0.305
H  0.28324  1.85560  -1.04622  0.313
H  -1.19073  1.23445  -1.08816  0.213
C  6.37280  -1.48229  0.31977  -1.447
C  5.11707  -1.87127  -0.45500  0.347
C  4.89701  -1.03140  -1.72790  -0.730
O  4.38553  0.27304  -1.48570  -0.312
C  5.36598  1.23393  -1.13848  -0.731
N  3.96222  -1.80159  0.44589  -0.720
H  6.25199  -0.54830  0.86949  0.273
H  6.61865  -2.25368  1.05237  0.374
H  7.23070  -1.37796  -0.35073  0.347
H  5.24273  -2.91276  -0.76923  0.391
H  4.13710  -1.53505  -2.33352  0.326
H  5.80466  -0.98490  -2.34362  0.478
H  6.31247  1.06213  -1.65930  0.322
H  5.52431  1.24452  -0.05791  0.251
H  4.98732  2.21670  -1.42404  0.239
H  3.14338  -2.14954  -0.04774  0.260
H  3.75489  -0.81519  0.59281  0.348

Atomic forces in eV per Å
C 0.3 -0.4 -1.6
C -0.5 -1.3 1.0
Al -0.7 0.3 0.9
C 1.0 -0.4 0.1
C -1.3 0.2 -0.6
N -0.3 -1.2 0.4
O 0.1 0.3 -3.0
C 0.4 -0.1 4.0
N -0.4 -0.2 -1.5
H -1.0 -1.3 0.5
H 0.9 1.5 -0.4
H 0.9 1.9 0.1
H 0.1 -0.2 0.1
H -0.3 -0.8 -0.2
H 0.7 0.2 0.7
H -0.1 0.9 -0.2
H 0.1 0.5 -0.1
C 0.0 0.0 -0.3
C -0.3 -0.1 0.1
C 0.1 0.2 0.3
O 0.3 -0.2 -0.4
C 0.0 0.0 0.2
N 0.2 -0.3 0.0
H 0.1 0.0 0.1
H 0.0 0.0 0.1
H 0.0 0.0 0.0
H 0.1 0.0 0.1
H 0.0 0.1 0.0
H -0.1 0.0 -0.1
H 0.1 0.1 -0.1
H -0.1 -0.2 -0.1
H 0.0 0.1 0.0
H 0.0 0.1 -0.1
H 0.0 0.2 -0.1
C 0.2 -0.1 0.0
C 0.0 0.4 0.2
C -0.3 -0.2 0.0
O 0.4 -0.2 -0.2
C -0.3 0.2 0.1
N 0.0 0.0 -0.3
H -0.1 0.0 -0.1
H -0.1 0.0 0.0
H 0.0 0.0 0.0
H -0.1 0.0 -0.1
H -0.1 0.1 0.1
H 0.1 0.1 0.1
H 0.0 -0.1 0.0
H 0.2 0.0 0.0
H 0.0 -0.1 0.0
H 0.0 -0.1 0.1
H 0.0 -0.1 0.1

## Properties
* F_max: 4.07 eV/A
* highest occupied orbital energy: -4.30 eV
* E_tot: -1200.45471 hartree
* orbital gap: 6.62 eV
* total charge: -1

---

ORCA calculation (wB97M-V/def2-TZVPD) on a structure of composition C13H30BrClMgO10P2 at a distorted geometry.

Last column: Mulliken charge in e.
Atoms and positions in Å:
Mg  -15.51221  2.20105  3.35465  1.134
O  -16.21091  1.01896  4.99745  -0.638
Cl  -16.29592  -0.24798  4.23736  1.886
O  -15.29128  -1.18517  4.56830  -0.618
O  -17.63259  -0.73679  4.27945  -0.662
O  -16.08154  0.24463  2.93305  -0.745
C  -11.16397  4.26741  3.04493  -1.424
C  -10.92943  3.44692  4.22795  0.497
C  -10.83448  1.93318  4.01568  -1.219
O  -11.95356  3.67956  5.34834  -0.498
P  -13.47048  3.43437  5.12595  1.068
O  -13.75522  2.43733  4.07523  -0.881
C  -14.01107  5.17794  4.70785  -0.563
P  -15.83663  5.16035  4.75111  0.330
O  -16.27791  3.80093  4.27379  0.273
O  -16.61388  6.31390  3.98969  -0.420
C  -16.74850  6.17441  2.53276  1.331
C  -16.66888  7.55470  2.00700  -1.523
C  -18.07274  5.49073  2.26335  -1.095
O  -16.17311  5.59599  6.23281  -0.353
C  -17.15056  4.92230  7.10980  2.064
C  -18.53846  4.58105  6.46642  -1.214
C  -17.26659  5.81546  8.35691  -1.595
O  -14.15848  3.23883  6.48344  -0.510
C  -14.15655  1.92112  7.23974  1.250
C  -12.72449  1.44976  7.43805  -1.485
C  -14.89005  2.24070  8.45637  -1.478
H  -10.19396  4.14333  2.53953  0.456
H  -11.33871  5.28443  3.20814  0.418
H  -11.92828  3.94906  2.29964  0.241
H  -10.03421  3.77357  4.73747  0.333
H  -11.74508  1.64041  3.45074  0.220
H  -10.82439  1.43782  4.93882  0.320
H  -9.89240  1.67426  3.62754  0.503
H  -13.60585  5.27977  3.66194  0.323
H  -13.61119  5.90235  5.45667  0.447
H  -16.03291  5.45855  2.17197  -0.358
H  -17.49616  8.15224  2.34371  0.331
H  -16.60054  7.55040  0.92614  0.412
H  -15.76935  8.17816  2.26969  0.356
H  -18.92175  6.08161  2.59998  0.324
H  -18.02431  4.46940  2.68651  0.116
H  -18.09687  5.29279  1.12471  0.348
H  -16.63129  4.07230  7.37002  -1.084
H  -19.17442  5.43818  6.39361  0.369
H  -18.98145  3.81395  7.14080  0.411
H  -18.48861  4.11043  5.45636  0.234
H  -17.45579  6.84840  8.04340  0.368
H  -16.29729  5.80671  8.83164  0.369
H  -18.13243  5.59254  9.00840  0.393
H  -14.65442  1.18846  6.64642  -0.221
H  -11.99415  2.22701  7.82301  0.259
H  -12.18810  1.12072  6.56989  0.257
H  -12.69636  0.60195  8.02857  0.580
H  -14.40416  3.06588  9.06930  0.254
H  -14.92166  1.29286  9.08413  0.405
H  -15.89916  2.47570  8.18949  0.433
Br  -15.25454  3.17508  1.14050  -0.728

Atomic forces in eV per Å
Mg -0.8 -0.1 -0.4
O 0.3 -0.3 1.3
Cl -2.1 0.0 1.0
O 0.0 -0.2 0.8
O 0.5 -0.6 0.9
O 1.2 0.9 -3.9
C 0.3 -1.2 -2.5
C -0.6 -1.3 2.4
C -1.8 1.4 -0.8
O 1.1 -0.4 -0.5
P 0.2 2.7 -0.5
O 0.4 -0.5 0.0
C -0.4 -0.7 -0.4
P -0.8 0.1 0.1
O 0.1 0.7 0.6
O 1.0 -0.6 0.3
C -0.9 -0.3 0.7
C 1.6 1.5 -0.7
C 0.5 -1.0 -2.0
O -0.2 -0.3 -0.3
C -1.7 1.7 -0.6
C 1.2 -1.1 0.1
C -0.5 0.5 -1.0
O -0.2 -1.2 1.1
C 2.1 0.9 -1.0
C 1.3 2.5 -0.4
C 0.3 -0.7 2.7
H -0.3 0.4 -0.3
H 0.1 1.6 0.6
H 0.3 -0.3 0.8
H 0.2 0.3 0.1
H 1.1 -0.3 0.1
H -0.3 -0.6 1.5
H 1.0 -0.3 -1.3
H -0.5 0.4 1.0
H -0.1 -0.6 -0.8
H 0.9 0.1 -0.3
H -0.6 0.1 0.0
H -0.5 -0.1 -0.3
H -0.5 -1.1 0.3
H -0.1 -0.1 0.0
H -0.4 0.7 0.0
H -0.3 0.5 1.7
H 0.7 -2.1 0.5
H -0.4 0.6 0.1
H 0.1 0.6 -0.4
H 0.3 0.3 0.8
H 0.1 -0.1 -0.2
H 0.0 0.0 0.7
H 0.8 -0.5 -0.2
H -0.6 -0.2 -0.6
H -1.2 -0.6 0.1
H -0.4 -0.1 -1.1
H -0.2 -1.6 1.7
H -0.6 -1.0 -0.8
H 0.0 1.2 -0.6
H -0.6 0.3 0.2
Br 0.1 0.1 -0.3

## Properties
* F_max: 4.19 eV/A
* highest occupied orbital energy: -8.90 eV
* E_tot: -5182.83433 hartree
* orbital gap: 9.29 eV

---

Question: Among the records above, which one has the highest F_max?
Answer: C13H30BrClMgO10P2